Record 1
{"formula": "C44H34F2N10Sc", "method": "ωB97M-V/def2-TZVPD", "symbols": ["Sc", "C", "N", "C", "C", "N", "C", "C", "C", "C", "C", "C", "N", "C", "N", "C", "C", "C", "C", "C", "C", "N", "H", "H", "H", "H", "H", "H", "H", "H", "H", "H", "H", "H", "H", "H", "H", "C", "C", "C", "C", "C", "C", "N", "C", "C", "C", "C", "C", "C", "N", "N", "C", "C", "C", "C", "C", "N", "H", "H", "H", "H", "H", "H", "H", "H", "H", "H", "H", "H", "H", "F", "C", "C", "C", "C", "C", "F", "C", "C", "C", "C", "C", "C", "N", "H", "H", "H", "H", "H", "H"], "xyz": [[-0.00169, -0.39154, -0.11966], [0.44722, 2.64972, -0.44586], [1.16833, 1.42032, -0.87210], [2.56506, 1.50781, -0.35079], [2.52413, 1.09926, 1.11947], [1.80190, 0.08259, 1.50574], [2.09219, -0.04694, 2.88848], [1.65859, -0.99093, 3.80838], [2.03865, -0.81738, 5.16081], [2.69716, 0.35672, 5.55784], [3.25428, 1.17612, 4.62563], [2.99283, 0.96830, 3.26564], [3.27857, 1.64462, 2.11794], [-1.12535, 2.41028, -0.30276], [-1.13225, 1.26829, 0.57860], [-1.05616, 1.91483, 1.84668], [-0.66249, 1.41116, 3.12242], [-0.53317, 2.27191, 4.17969], [-0.71995, 3.64587, 3.98007], [-1.16901, 4.17388, 2.77666], [-1.28356, 3.25701, 1.75565], [-1.58085, 3.57877, 0.40540], [0.63372, 3.46103, -1.09852], [0.78235, 2.99058, 0.52407], [1.23622, 1.39223, -1.89216], [3.04114, 2.46313, -0.54284], [3.15987, 0.76174, -0.88217], [1.12598, -1.88886, 3.56540], [1.73913, -1.55148, 5.87108], [2.96633, 0.51190, 6.56685], [3.74865, 2.09650, 4.93349], [3.78853, 2.55937, 2.05809], [-0.48632, 0.38651, 3.34871], [-0.20960, 1.89544, 5.16471], [-0.42139, 4.32294, 4.73174], [-1.28666, 5.23163, 2.68871], [-2.55215, 3.76038, 0.27690], [-0.14047, -0.35638, -5.84725], [-0.54321, -1.50207, -5.15678], [-0.22455, -1.64061, -3.79005], [0.70896, -0.79547, -3.17064], [1.22374, 0.25449, -3.96795], [0.82206, 0.53872, -5.29587], [1.06584, -1.19532, -1.86184], [2.00222, -2.11323, -1.65945], [3.00087, -2.47638, -2.61273], [4.08827, -3.16980, -2.20137], [4.15323, -3.81789, -0.92531], [3.14419, -3.60594, -0.00992], [2.10464, -2.73185, -0.38886], [1.04342, -2.40176, 0.45604], [0.76400, -3.09384, 1.45729], [-0.38905, -2.62019, 2.08247], [-0.88997, -3.33829, 3.13876], [-2.07001, -2.86602, 3.75695], [-2.67091, -1.72204, 3.20405], [-2.15077, -1.09710, 2.10193], [-1.00849, -1.53687, 1.56558], [-0.48413, -0.19169, -6.91735], [-1.24845, -2.16634, -5.72751], [-0.54835, -2.55219, -3.33722], [2.02249, 0.90619, -3.61693], [1.22233, 1.28974, -5.92457], [3.02345, -1.99927, -3.57115], [4.91945, -3.28169, -2.90625], [5.06235, -4.35952, -0.57945], [3.09479, -3.95534, 1.05160], [-0.50389, -4.26793, 3.61216], [-2.40958, -3.37566, 4.61620], [-3.62079, -1.32179, 3.56671], [-2.64104, -0.26665, 1.63878], [-1.34741, 3.94316, -4.81754], [-1.64333, 3.00888, -3.97328], [-1.37176, 3.17225, -2.64581], [-1.68433, 2.17626, -1.70370], [-2.45674, 1.11467, -2.10989], [-2.78274, 0.99440, -3.49629], [-3.55191, -0.01709, -3.87510], [-2.37113, 1.90959, -4.45403], [-2.88967, -0.11206, -1.34037], [-4.25609, -0.40242, -1.29971], [-4.62110, -1.68718, -0.95620], [-3.66629, -2.67701, -0.74430], [-2.35785, -2.31952, -0.73641], [-1.99913, -1.03692, -1.03775], [-0.75699, 4.02726, -2.44191], [-2.62795, 1.91935, -5.49952], [-4.98555, 0.39151, -1.54053], [-5.64032, -1.94044, -1.00780], [-3.92263, -3.65605, -0.41983], [-1.50990, -2.96234, -0.59810]], "forces_ev_per_angstrom": [[0.5150, -0.5080, 0.3834], [-0.9989, -0.1905, -0.4089], [0.5342, 1.4451, 0.4497], [-0.4740, -1.0866, 0.3771], [0.4798, 0.4202, -0.8571], [0.0623, 0.1441, 0.6341], [0.2307, -0.0417, -0.7993], [0.8361, -0.0054, 1.8727], [-0.6887, 0.7493, -1.7560], [0.4334, -1.4796, -0.6082], [0.2228, 1.7913, -1.0143], [-1.2289, -1.1443, 1.1847], [0.6329, 1.9741, -1.0069], [2.2702, -0.6590, -0.9085], [-0.7157, -0.0314, 1.5288], [0.9356, -2.1217, 1.0713], [-0.8235, -0.0059, -1.0380], [0.3492, 0.9910, 0.4413], [-0.1175, -0.3436, -0.0205], [0.7779, -1.2541, 0.8114], [-0.7526, 1.4546, -0.6604], [0.0507, 0.4304, -0.5546], [0.4161, 0.8382, -0.8991], [0.1457, -0.3234, 0.3914], [-0.2129, 0.0408, 0.2794], [-0.1199, 0.3743, 0.2014], [0.0412, -0.1085, 0.0417], [-0.0711, 0.1055, -0.2106], [-0.1666, -0.3644, 0.4829], [-0.0668, 0.1708, 1.0343], [0.2257, -0.3163, -0.0095], [-0.7726, -1.5356, 0.0152], [0.0763, -0.6252, -0.3337], [-0.1624, 0.2279, -0.6364], [-0.0735, 0.6185, 1.0125], [-0.1495, 0.3979, -0.4170], [-0.8511, 0.1842, -0.2381], [0.8645, 0.6585, -1.2305], [-1.1533, 0.8884, -0.1421], [0.4136, -0.1019, -2.0802], [-0.4620, -0.7109, -1.4730], [0.4224, 0.8592, -0.2733], [-1.9430, -3.0057, 1.2294], [-0.7006, 1.3873, 0.2133], [0.8682, -0.2985, -0.3042], [-0.1052, 0.7237, 0.5179], [0.5738, -1.3677, 0.2673], [0.7513, 0.0130, 1.0152], [0.0053, 0.2402, 0.1205], [-0.9060, -0.1430, 1.0782], [0.5383, -0.1713, -1.3815], [0.6449, -0.2045, -0.0056], [-0.6112, 0.0883, -0.5195], [-1.6668, -0.6589, 2.0812], [1.3196, 1.2336, -2.0184], [-1.3020, -0.5638, 1.0272], [0.8227, -1.1580, 0.2793], [0.2730, 0.1461, 0.4953], [0.4772, -0.2929, 1.4854], [0.8543, 0.4018, 1.0847], [-0.1872, -0.2452, 0.7187], [0.0591, -0.2255, 0.3635], [0.4632, 0.8383, -0.0690], [-0.2116, 0.1203, -0.4075], [-0.2609, -0.0734, 0.3575], [-0.8078, 0.3788, -0.6556], [0.3919, 0.0260, -1.2321], [0.3984, 0.8985, -1.0250], [-0.6946, -0.3166, 0.7175], [0.3658, -0.2549, 0.2282], [-0.0085, 0.4165, -0.2276], [0.7785, 1.4219, -1.2983], [-1.7618, -1.9936, 0.9266], [0.7472, -0.3112, -0.2001], [0.0811, 1.3746, 0.2903], [-0.0743, -1.3793, -0.4733], [0.5751, 1.3461, 0.0899], [-0.1470, -0.4846, -0.3180], [0.1618, 0.3638, 1.0344], [-0.7600, 0.3531, -0.7038], [-0.0495, 0.3380, 0.3809], [0.4762, 0.3762, -0.6284], [-0.1645, 0.1712, 0.7633], [0.4279, 2.0052, -0.9878], [0.8128, -0.8310, 0.0856], [-0.0542, 0.3247, 0.5791], [-0.1754, -0.5091, -0.0971], [0.4411, -0.7036, 0.1249], [-1.1798, -0.3640, 0.2744], [-0.3993, -0.7278, -0.1924], [-0.0128, -0.5090, 0.2781]], "lowdin_charge": [1.014, -0.101, -0.081, -0.074, -0.280, 0.143, -0.196, -0.008, -0.038, -0.084, -0.015, -0.183, 0.183, -0.438, -0.031, -0.217, -0.038, -0.080, -0.090, 0.001, -0.241, 0.128, 0.102, 0.126, 0.082, 0.129, 0.130, 0.072, 0.097, 0.099, 0.120, 0.204, 0.070, 0.115, 0.085, 0.111, 0.132, -0.102, -0.071, -0.028, -0.294, -0.043, -0.054, -0.044, -0.246, -0.009, -0.066, -0.081, -0.020, -0.208, -0.017, 0.113, -0.361, 0.005, 0.002, -0.025, -0.135, 0.036, 0.124, 0.125, 0.106, 0.104, 0.093, 0.109, 0.117, 0.114, 0.127, 0.140, 0.102, 0.122, 0.110, 0.133, -0.302, 0.051, -0.070, -0.032, -0.204, 0.105, 0.100, -0.220, 0.015, -0.015, -0.027, -0.107, 0.039, 0.128, 0.138, 0.146, 0.106, 0.111, 0.113], "de_lowest_kcal_mol": 34.25, "fmax_ha_per_bohr": 0.0736, "homo_lumo_gap_ev": [5.7, 5.7], "total_charge": 1, "lumo_ev": [-3.63, -3.63], "molar_mass_g_mol": 785.78}

---

Record 2
{"formula": "C44H35CdClN4O5Sb2", "method": "ωB97M-V/def2-TZVPD", "symbols": ["Cd", "O", "C", "O", "C", "C", "C", "N", "C", "C", "C", "O", "O", "H", "H", "H", "C", "C", "C", "Sb", "C", "C", "C", "C", "C", "C", "C", "C", "C", "C", "C", "C", "Sb", "C", "C", "C", "C", "C", "C", "C", "C", "C", "C", "C", "C", "H", "H", "H", "H", "H", "H", "H", "H", "H", "H", "H", "H", "H", "H", "H", "H", "H", "H", "H", "H", "H", "H", "H", "H", "H", "H", "O", "N", "C", "C", "N", "C", "N", "Cl", "C", "C", "C", "C", "C", "C", "C", "H", "H", "H", "H", "H", "H"], "xyz": [[1.87303, -1.46676, 0.97309], [3.09176, -5.30311, -4.69655], [3.04506, -5.87803, -3.59451], [3.34410, -7.04769, -3.27835], [2.54242, -5.00018, -2.41719], [2.68575, -5.43200, -1.10577], [2.26176, -4.61879, -0.07212], [1.69161, -3.43033, -0.27802], [1.51947, -3.01433, -1.54172], [1.93932, -3.76410, -2.62809], [0.80411, -1.67458, -1.73799], [0.60462, -1.28679, -2.88135], [0.40339, -1.06889, -0.66577], [3.13301, -6.39952, -0.92358], [2.37344, -4.91614, 0.96372], [1.80393, -3.39156, -3.63271], [-0.08172, 1.78919, -2.32394], [0.34329, 3.01438, -1.50610], [0.23834, 2.85109, 0.01828], [-1.57278, 3.60217, 0.97131], [-2.36431, 1.85831, 1.94230], [-1.86484, 0.57515, 1.76472], [-2.44923, -0.50438, 2.41223], [-3.54528, -0.31106, 3.23965], [-4.05263, 0.96723, 3.42308], [-3.46461, 2.04308, 2.77380], [-0.56002, 4.24455, 2.76566], [-1.09302, 5.28551, 3.52040], [-0.48755, 5.69575, 4.70208], [0.67067, 5.07119, 5.13875], [1.21116, 4.03070, 4.39620], [0.59781, 3.61853, 3.22223], [-2.08438, 1.28974, -1.73353], [-2.94144, 2.78501, -3.04319], [-3.82881, 3.73548, -2.54504], [-4.35508, 4.73002, -3.36363], [-3.99525, 4.78892, -4.70059], [-3.10763, 3.85142, -5.21444], [-2.58582, 2.86393, -4.39089], [-2.82800, -0.33728, -2.93608], [-2.46021, -1.63148, -2.56581], [-3.04372, -2.73779, -3.16386], [-4.02832, -2.57014, -4.12826], [-4.42779, -1.29033, -4.48039], [-3.83551, -0.18244, -3.88385], [0.54259, 0.92631, -2.11459], [-0.03279, 1.99746, -3.39271], [-0.21846, 3.89700, -1.83495], [1.39069, 3.22568, -1.74828], [1.00720, 3.46220, 0.49601], [0.42270, 1.81673, 0.31971], [-1.01372, 0.38995, 1.12187], [-2.03867, -1.49616, 2.26650], [-3.99898, -1.15467, 3.74585], [-4.90144, 1.12934, 4.07686], [-3.86643, 3.03937, 2.93550], [-1.99609, 5.78742, 3.18729], [-0.92296, 6.50181, 5.28126], [1.14320, 5.38331, 6.06221], [2.10040, 3.51873, 4.74369], [1.00995, 2.76961, 2.68806], [-4.11255, 3.70678, -1.49829], [-5.04228, 5.45968, -2.95151], [-4.40140, 5.56269, -5.34126], [-2.82066, 3.88891, -6.25881], [-1.90061, 2.13470, -4.80981], [-1.71007, -1.77362, -1.80004], [-2.72342, -3.73132, -2.87553], [-4.48358, -3.43353, -4.59839], [-5.20270, -1.14577, -5.22456], [-4.16755, 0.80522, -4.17644], [0.79888, -0.44007, 2.73347], [1.15583, -1.02208, 3.81648], [0.64545, -0.56479, 4.93786], [-0.26603, 0.53955, 5.02920], [-0.98191, 1.43710, 5.10636], [1.04330, -1.21464, 6.14798], [1.34436, -1.71019, 7.14295], [3.38484, -3.36438, 3.21401], [4.58347, -3.51316, 1.95170], [5.24500, -4.72283, 1.81458], [6.11474, -4.91601, 0.75513], [6.30524, -3.88337, -0.15495], [5.65573, -2.67474, 0.01590], [4.77112, -2.43643, 1.07809], [4.04687, -1.15665, 1.20462], [5.04484, -5.51456, 2.52492], [6.61364, -5.86729, 0.62595], [6.95282, -4.02733, -1.01058], [5.80647, -1.88007, -0.70571], [4.41736, -0.43956, 0.47261], [4.13547, -0.72997, 2.20566]], "forces_ev_per_angstrom": [[0.0131, 0.1309, 0.0190], [-0.0236, -0.0163, -0.0031], [0.0074, 0.0144, 0.0262], [0.0138, 0.0053, -0.0042], [-0.0039, 0.0068, -0.0384], [-0.0276, -0.0163, -0.0058], [-0.0123, -0.0019, 0.0160], [-0.0142, -0.0351, -0.0010], [-0.0368, 0.0058, -0.0054], [-0.0006, -0.0064, 0.0054], [-0.1230, -0.0722, 0.0743], [0.0328, 0.0067, -0.0186], [0.2835, 0.0394, -0.0111], [0.0067, 0.0013, 0.0062], [0.0194, -0.0057, 0.0010], [-0.0004, -0.0027, -0.0003], [-0.0190, 0.0734, 0.0750], [0.0284, -0.0337, -0.1207], [-0.0058, 0.0723, 0.1248], [0.1527, -0.2133, 0.0775], [0.0046, 0.0164, -0.1011], [0.0100, -0.0165, 0.0192], [-0.0222, 0.0031, -0.0069], [-0.0100, -0.0089, -0.0076], [0.0007, -0.0031, 0.0119], [0.0291, 0.0229, 0.0414], [0.0114, 0.0602, -0.0731], [0.0272, 0.0249, -0.0143], [-0.0074, 0.0115, 0.0036], [-0.0019, -0.0016, -0.0034], [0.0121, -0.0018, -0.0052], [-0.0377, -0.0483, 0.0494], [-0.4587, 0.0238, -0.3729], [0.1000, 0.1511, 0.0685], [-0.0269, -0.0126, -0.0084], [-0.0035, -0.0079, 0.0234], [-0.0085, 0.0182, -0.0137], [0.0170, -0.0232, -0.0043], [-0.0137, 0.0355, 0.0035], [0.1114, -0.0994, 0.1967], [0.0012, 0.0227, -0.0062], [0.0175, -0.0080, -0.0139], [0.0032, -0.0054, 0.0073], [0.0177, 0.0059, -0.0083], [0.0336, 0.0162, -0.0776], [-0.0085, -0.0233, 0.0225], [-0.0254, -0.0371, -0.0087], [-0.0221, -0.0013, 0.0106], [-0.0009, 0.0154, -0.0167], [0.0076, -0.0240, 0.0196], [-0.0092, -0.0085, -0.0202], [-0.0155, -0.0043, 0.0008], [0.0135, 0.0043, 0.0071], [0.0000, 0.0012, 0.0037], [-0.0005, -0.0033, 0.0029], [-0.0030, 0.0014, -0.0117], [-0.0025, 0.0031, -0.0048], [0.0011, 0.0026, 0.0030], [0.0008, -0.0007, 0.0006], [-0.0034, -0.0010, 0.0053], [-0.0025, 0.0099, -0.0133], [0.0046, 0.0016, 0.0004], [-0.0012, 0.0037, -0.0050], [-0.0005, 0.0005, -0.0018], [-0.0025, 0.0069, -0.0042], [0.0039, -0.0047, 0.0042], [0.0070, -0.0195, 0.0105], [-0.0027, -0.0049, -0.0072], [0.0011, -0.0010, -0.0015], [-0.0040, -0.0065, -0.0010], [-0.0102, 0.0151, 0.0159], [0.0230, -0.1007, 0.0468], [-0.1082, -0.0370, 0.0369], [-0.0174, 0.0394, 0.0206], [0.0632, 0.0021, -0.2034], [-0.0256, -0.0034, 0.1260], [0.0148, 0.0121, 0.0056], [-0.0071, -0.0091, 0.0008], [0.1131, 0.0265, 0.0122], [0.0254, -0.0020, -0.0153], [-0.0292, -0.0095, 0.0185], [0.0151, 0.0211, -0.0100], [-0.0049, -0.0200, 0.0063], [-0.0320, -0.0125, -0.0293], [-0.0305, -0.0184, -0.0405], [-0.0378, 0.0793, 0.0461], [0.0021, -0.0052, -0.0025], [-0.0074, -0.0058, -0.0025], [0.0035, 0.0015, 0.0001], [0.0057, 0.0022, 0.0017], [0.0136, 0.0266, 0.0383], [-0.0016, -0.0412, 0.0077]], "lowdin_charge": [1.367, -0.052, -0.701, -0.069, -0.093, -0.004, -0.145, 0.003, -0.201, 0.056, -0.647, 0.026, -0.216, 0.110, 0.083, 0.122, -0.368, -0.390, -0.414, 1.392, -0.433, -0.189, -0.093, -0.105, -0.115, -0.168, -0.398, -0.161, -0.112, -0.108, -0.101, -0.142, 1.528, -0.395, -0.149, -0.107, -0.115, -0.101, -0.147, -0.356, -0.131, -0.082, -0.109, -0.109, -0.137, 0.022, 0.051, 0.079, 0.098, 0.038, 0.042, 0.043, 0.106, 0.094, 0.091, 0.083, 0.078, 0.091, 0.092, 0.101, 0.091, 0.071, 0.093, 0.090, 0.095, 0.101, 0.075, 0.103, 0.092, 0.091, 0.078, -0.293, -0.084, -0.326, -0.174, 0.199, -0.214, 0.118, 0.655, -0.647, -0.140, -0.110, -0.097, -0.060, -0.392, -0.265, 0.096, 0.094, 0.098, 0.106, 0.013, 0.013], "de_lowest_kcal_mol": 11.76, "fmax_ha_per_bohr": 0.0115, "homo_lumo_gap_ev": 7.4, "total_charge": -2, "lumo_ev": 3.79, "molar_mass_g_mol": 1091.17}